Entry 1:
Formula: C2H4O5
Source: OMol25
Level of theory: ωB97M-V/def2-TZVPD

Max |F|: 1.01 eV Å⁻¹
HOMO-LUMO gap: 10.97 eV
Energy relative to the best compared isomer or geometry (same formula, charge and spin): 176.41 kJ/mol
E_LUMO: 0.0233 Eh

Geometry as XYZ:
```
11
Properties=species:S:1:pos:R:3:lowdin_charge:R:1
O -0.075 -2.031 0.082 0.133
C 0.443 -0.958 -0.061 -0.464
O 1.704 -0.678 0.214 0.147
C -0.344 0.263 -0.581 -0.351
O -1.376 -0.129 -1.386 0.066
O -0.916 0.928 0.543 -0.071
O 0.089 1.543 1.320 -0.003
H 2.161 -1.444 0.603 0.145
H 0.316 0.948 -1.129 0.169
H -1.798 -0.906 -0.985 0.117
H -0.203 2.465 1.380 0.112
```

Entry 2:
Formula: C36H34BF2N2P2Pd
Source: OMol25
Level of theory: ωB97M-V/def2-TZVPD

Max |F|: 0.55 eV Å⁻¹
HOMO-LUMO gap: 6.79 eV
Energy relative to the best compared isomer or geometry (same formula, charge and spin): 220.98 kJ/mol
Total charge: +1
E_LUMO: -0.1323 Eh

Geometry as XYZ:
```
78
Properties=species:S:1:pos:R:3:lowdin_charge:R:1
Pd 1.044 -1.271 -0.197 0.599
C -0.632 1.016 -2.775 -0.276
C 0.841 1.137 -2.328 -0.323
P 1.163 1.024 -0.510 0.988
C 3.157 0.990 -0.571 -0.354
C 3.787 1.720 -1.613 -0.016
C 4.819 2.592 -1.361 -0.026
C 5.280 2.745 -0.053 -0.004
C 4.716 2.031 0.999 -0.025
C 3.662 1.185 0.742 -0.066
C 1.038 2.721 0.176 -0.379
C 1.282 2.936 1.528 -0.101
C 1.172 4.210 2.067 -0.064
C 0.830 5.281 1.255 -0.069
C 0.584 5.070 -0.094 -0.071
C 0.677 3.795 -0.631 -0.107
C -1.520 0.136 -1.886 -0.335
P -1.558 1.013 -0.277 1.039
C -1.779 -0.147 1.091 -0.391
C -1.937 0.404 2.365 -0.094
C -1.930 -0.410 3.485 -0.067
C -1.741 -1.781 3.350 -0.067
C -1.578 -2.336 2.092 -0.063
C -1.605 -1.522 0.963 -0.129
C -3.083 1.999 -0.325 -0.353
C -3.012 3.332 -0.722 -0.090
C -4.167 4.096 -0.822 -0.073
C -5.396 3.535 -0.513 -0.072
C -5.473 2.210 -0.102 -0.070
C -4.324 1.443 -0.010 -0.083
H -0.646 0.651 -3.804 0.115
H -1.067 2.020 -2.806 0.095
H 1.269 2.053 -2.738 0.079
H 1.419 0.305 -2.736 0.079
H 3.455 1.569 -2.632 0.122
H 5.281 3.147 -2.166 0.118
H 6.101 3.423 0.144 0.121
H 5.101 2.144 2.003 0.121
H 3.212 0.621 1.551 0.125
H 1.526 2.107 2.179 0.106
H 1.353 4.363 3.123 0.111
H 0.749 6.276 1.673 0.110
H 0.312 5.901 -0.732 0.112
H 0.463 3.650 -1.682 0.096
H -1.092 -0.861 -1.767 0.027
H -2.516 0.021 -2.316 0.097
H -2.064 1.476 2.477 0.112
H -2.064 0.025 4.466 0.109
H -1.727 -2.415 4.227 0.109
H -1.438 -3.404 1.983 0.095
H -1.527 -1.962 -0.025 0.060
H -2.049 3.779 -0.936 0.082
H -4.104 5.131 -1.132 0.108
H -6.296 4.132 -0.583 0.109
H -6.432 1.775 0.147 0.109
H -4.388 0.411 0.316 0.109
N -0.897 -3.276 -2.004 0.098
C -0.907 -4.202 -0.960 -0.284
C -2.004 -4.975 -0.668 -0.019
C -1.965 -5.929 0.367 -0.067
C -0.812 -6.157 1.062 -0.042
C 0.340 -5.392 0.769 -0.161
C 1.609 -5.679 1.326 0.015
C 2.700 -4.986 0.900 -0.020
C 2.516 -3.900 0.021 -0.097
N 1.339 -3.527 -0.443 0.044
C 0.268 -4.344 -0.170 -0.182
H -1.627 -3.421 -2.685 0.106
H 0.010 -3.166 -2.436 0.092
H -2.902 -4.872 -1.266 0.118
H -2.849 -6.518 0.571 0.112
H -0.751 -6.941 1.805 0.117
H 1.701 -6.485 2.045 0.127
H 3.695 -5.217 1.250 0.115
H 3.367 -3.311 -0.276 0.099
F 3.867 -1.352 0.094 0.121
B 2.998 -0.742 -0.774 -0.921
F 3.160 -1.099 -2.084 0.139
```

Entry 3:
Formula: C4H3N3O3
Source: OMol25
Level of theory: ωB97M-V/def2-TZVPD

Max |F|: 4.18 eV Å⁻¹
HOMO-LUMO gap: 11.15 eV
Energy relative to the best compared isomer or geometry (same formula, charge and spin): 528.36 kJ/mol
E_LUMO: -0.0230 Eh

Geometry as XYZ:
```
13
Properties=species:S:1:pos:R:3:lowdin_charge:R:1
N -2.920 -0.613 0.462 0.196
C -2.010 -0.300 -0.169 -0.225
C -0.738 0.200 -0.575 -0.021
C 0.365 -0.634 0.419 -0.385
O 0.458 -0.133 1.641 0.103
C 0.044 -2.100 0.444 -0.116
N -0.117 -3.225 0.483 0.221
N 1.741 -0.548 -0.328 -0.354
O 1.750 -1.032 -1.427 0.109
O 2.647 -0.015 0.238 0.132
H -0.514 1.172 -0.309 0.103
H -0.564 0.050 -1.583 0.095
H 0.758 0.776 1.726 0.141
```

Entry 4:
Formula: C6H6O2
Source: OMol25
Level of theory: ωB97M-V/def2-TZVPD

Max |F|: 7.80 eV Å⁻¹
HOMO-LUMO gap: 10.07 eV
Energy relative to the best compared isomer or geometry (same formula, charge and spin): 453.15 kJ/mol
E_LUMO: 0.0212 Eh

Geometry as XYZ:
```
14
Properties=species:S:1:pos:R:3:lowdin_charge:R:1
C -3.828 0.412 0.358 0.001
C -2.759 -0.103 0.111 -0.020
C -0.998 -0.667 -0.290 -0.529
O -0.835 -1.526 -1.072 0.169
O -0.581 0.270 0.430 0.066
C 1.128 0.045 0.248 -0.184
C 1.719 -0.421 1.323 0.087
C 1.636 0.481 -1.069 -0.039
H -4.764 0.857 0.574 -0.004
H 1.170 -0.755 2.190 0.084
H 2.799 -0.389 1.407 0.084
H 2.724 0.570 -1.025 0.097
H 1.220 1.455 -1.330 0.098
H 1.370 -0.228 -1.853 0.091
```

Entry 5:
Formula: C13H24B2CoF11NO3
Source: OMol25
Level of theory: ωB97M-V/def2-TZVPD

Max |F|: 4.73 eV Å⁻¹
HOMO-LUMO gap (alpha / beta): 8.36 / 6.18 eV
Total charge: -1
Expectation value of S²: 6.01
Multiplicity: 5
E_LUMO (alpha / beta): 0.0828 / 0.0089 Eh

Geometry as XYZ:
```
55
Properties=species:S:1:pos:R:3:lowdin_charge:R:1
Co -1.222 0.236 0.352 1.001
C -2.852 -0.978 -1.614 -0.290
O -1.983 -1.589 -0.651 -0.208
O -2.803 0.370 -1.093 -0.169
C -2.428 -1.254 -3.128 -0.547
F -1.994 -2.501 -3.233 0.141
F -3.425 -1.111 -3.990 0.155
F -1.435 -0.440 -3.593 0.120
C -2.219 -2.983 -0.260 -0.202
C -2.887 -3.136 1.123 -0.055
H -2.105 -2.870 1.835 0.071
H -3.770 -2.506 1.229 0.080
H -3.209 -4.159 1.320 0.070
H -1.198 -3.365 -0.259 0.108
H -2.793 -3.507 -1.025 0.113
H -3.885 -1.296 -1.470 0.156
C 0.966 -1.086 -1.680 -0.040
C 1.909 -0.634 -0.525 -0.377
C 2.882 0.477 -1.228 -0.115
C 3.500 1.558 -0.408 -0.210
C 2.600 2.144 0.675 -0.105
C 1.775 0.969 1.450 -0.386
N 1.060 0.003 0.591 -0.073
O 0.272 -0.914 1.346 -0.082
C 0.782 1.902 2.249 -0.038
C 2.723 0.242 2.536 -0.010
C 2.756 -1.868 -0.179 -0.030
H 0.247 -1.791 -1.264 0.060
H 1.521 -1.491 -2.526 0.102
H 0.329 -0.327 -2.134 0.073
H 2.384 0.825 -2.133 0.114
H 3.742 0.013 -1.712 0.106
H 3.896 2.370 -1.019 0.117
H 4.358 1.150 0.127 0.098
H 1.932 2.820 0.140 0.114
H 3.161 2.671 1.447 0.119
H 1.238 2.618 2.933 0.091
H 0.078 1.318 2.842 0.083
H 0.186 2.510 1.568 0.076
H 2.458 -0.805 2.678 0.065
H 2.771 0.677 3.535 0.078
H 3.747 0.230 2.162 0.061
H 3.581 -1.983 -0.883 0.086
H 2.098 -2.732 -0.083 0.084
H 3.286 -1.804 0.771 0.067
B -3.293 1.350 1.948 -1.305
F -3.046 0.020 1.714 0.129
F -3.180 1.566 3.326 0.115
F -2.167 1.906 1.369 0.121
F -4.522 1.727 1.400 0.142
B -1.116 3.066 -1.352 -1.336
F -0.668 1.876 -0.807 0.102
F -2.041 3.609 -0.449 0.100
F -0.173 4.023 -1.400 0.166
F -1.825 2.885 -2.567 0.095
```

Entry 6:
Formula: C6H6O
Source: OMol25
Level of theory: ωB97M-V/def2-TZVPD

Max |F|: 0.86 eV Å⁻¹
HOMO-LUMO gap: 8.63 eV
Energy relative to the best compared isomer or geometry (same formula, charge and spin): 510.28 kJ/mol
E_LUMO: -0.0262 Eh

Geometry as XYZ:
```
13
Properties=species:S:1:pos:R:3:lowdin_charge:R:1
O -0.478 2.145 -1.009 0.000
C -0.785 0.821 -0.724 -0.324
C 0.316 -0.250 -0.972 -0.065
C 0.215 -0.648 0.483 -0.294
C 0.819 -1.578 1.207 0.072
C -0.800 0.406 0.779 -0.295
C -1.309 0.828 1.906 0.264
H 0.282 2.404 -0.471 0.108
H -1.721 0.614 -1.246 0.152
H 1.285 0.181 -1.252 0.125
H 0.052 -1.042 -1.679 0.121
H 1.551 -2.199 0.710 0.065
H 0.631 -1.759 2.258 0.070
```

Entry 7:
Formula: C18H58BO18
Source: OMol25
Level of theory: ωB97M-V/def2-TZVPD

Max |F|: 4.63 eV Å⁻¹
HOMO-LUMO gap: 7.20 eV
Energy relative to the best compared isomer or geometry (same formula, charge and spin): 396.40 kJ/mol
Total charge: -1
E_LUMO: 0.0729 Eh

Geometry as XYZ:
```
95
Properties=species:S:1:pos:R:3:lowdin_charge:R:1
B 12.904 -12.981 15.969 -0.471
H 12.223 -13.771 15.691 -0.123
H 12.404 -12.157 16.453 -0.127
H 13.662 -13.372 16.632 -0.127
H 13.513 -12.719 15.118 -0.131
C 10.410 -13.236 21.362 -0.205
C 9.754 -14.438 20.646 -0.260
O 10.762 -15.113 19.966 -0.069
O 11.323 -13.777 22.353 -0.105
H 9.627 -12.734 21.930 0.111
H 11.069 -12.597 20.774 0.120
H 9.049 -14.094 19.889 0.114
H 9.311 -15.083 21.405 0.121
H 11.105 -14.526 19.288 0.100
H 11.827 -14.512 21.994 0.068
C 9.338 -11.553 9.321 -0.257
C 10.052 -11.440 10.638 -0.237
O 9.658 -12.606 11.398 -0.075
O 9.904 -10.613 8.421 -0.077
H 8.278 -11.332 9.443 0.118
H 9.529 -12.560 8.951 0.122
H 10.012 -10.490 11.170 0.123
H 11.103 -11.596 10.395 0.117
H 10.310 -12.682 12.098 0.085
H 9.680 -10.774 7.502 0.080
C 11.746 -17.765 8.919 -0.262
C 12.862 -16.934 9.582 -0.253
O 14.167 -17.427 9.353 -0.061
O 11.871 -17.747 7.541 -0.061
H 10.702 -17.466 9.004 0.124
H 11.818 -18.766 9.345 0.110
H 12.742 -16.889 10.665 0.117
H 12.752 -15.903 9.248 0.117
H 14.685 -16.776 9.833 0.089
H 12.807 -17.776 7.328 0.079
C 12.473 -19.360 15.204 -0.230
C 13.086 -20.526 14.484 -0.252
O 12.176 -21.613 14.344 -0.059
O 12.239 -19.656 16.614 -0.088
H 11.562 -19.024 14.709 0.116
H 13.072 -18.449 15.212 0.121
H 14.055 -20.766 14.922 0.117
H 13.281 -20.140 13.483 0.118
H 11.766 -21.775 15.197 0.077
H 12.132 -18.893 17.188 0.080
C 15.829 -8.711 9.837 -0.293
C 15.992 -8.989 8.316 -0.207
O 14.955 -9.914 7.889 -0.076
O 14.655 -8.054 10.090 -0.043
H 16.689 -8.219 10.292 0.113
H 15.797 -9.679 10.336 0.120
H 16.984 -9.374 8.083 0.111
H 15.930 -8.085 7.711 0.108
H 14.161 -9.517 8.254 0.068
H 14.581 -8.180 11.039 0.099
C 20.059 -12.839 13.756 -0.233
C 19.228 -13.995 14.404 -0.227
O 17.966 -14.264 13.778 -0.075
O 21.145 -12.499 14.612 -0.079
H 19.406 -11.989 13.558 0.111
H 20.455 -13.178 12.799 0.109
H 19.113 -13.829 15.475 0.115
H 19.730 -14.962 14.420 0.112
H 17.197 -13.835 14.161 0.088
H 21.663 -11.798 14.210 0.078
C 14.423 -7.287 16.377 -0.249
C 15.803 -8.039 16.552 -0.275
O 15.661 -9.178 17.299 -0.054
O 13.624 -8.034 15.508 -0.054
H 14.698 -6.266 16.112 0.106
H 13.951 -7.142 17.348 0.113
H 16.438 -7.338 17.095 0.108
H 16.309 -8.352 15.639 0.117
H 15.219 -9.870 16.802 0.093
H 13.507 -8.885 15.936 0.083
C 6.688 -8.124 16.717 -0.243
C 7.335 -8.928 17.760 -0.261
O 6.603 -8.985 18.994 -0.067
O 6.551 -6.744 17.144 -0.074
H 5.718 -8.566 16.487 0.120
H 7.382 -8.018 15.884 0.129
H 8.313 -8.555 18.064 0.131
H 7.460 -9.923 17.333 0.121
H 5.730 -9.335 18.805 0.076
H 5.875 -6.779 17.825 0.068
C 17.481 -19.982 19.926 -0.268
C 17.252 -18.462 20.094 -0.240
O 17.063 -18.141 21.449 -0.060
O 18.833 -20.294 20.081 -0.058
H 17.092 -20.406 19.000 0.111
H 16.839 -20.438 20.679 0.113
H 16.333 -18.263 19.542 0.114
H 18.101 -17.897 19.709 0.123
H 17.693 -17.453 21.678 0.084
H 18.889 -21.250 20.017 0.083
```